Formula: C52H89As2BN6OPZn
Source: the Open Molecules 2025 dataset
Level of theory: ωB97M-V/def2-TZVPD

```
153
Properties=species:S:1:pos:R:3:forces:R:3:lowdin_charge:R:1
Zn 0.4279 -0.2007 -0.7826 -0.26 0.00 0.48 0.67
C 3.4221 3.7141 -2.5368 -0.02 -0.01 0.03 0.00
C 3.2214 2.6278 -1.5329 -0.02 -0.03 -0.06 -0.27
C 3.9239 2.3700 -0.3776 0.04 -0.02 0.11 0.03
C 3.3593 1.2027 0.1606 0.12 -0.14 -0.03 -0.25
N 2.3258 0.8121 -0.5914 0.19 0.33 -0.20 0.08
N 2.2767 1.6760 -1.6561 0.02 -0.03 -0.06 0.04
B 1.6220 1.2418 -2.9920 -0.06 -0.02 -0.01 -0.54
N 0.1225 1.5578 -2.9903 0.12 0.01 0.20 0.02
N -0.6818 1.2774 -1.9151 -0.15 -0.06 -0.44 0.09
C -1.8971 1.7792 -2.2432 0.15 0.05 0.04 -0.24
C -1.8356 2.3822 -3.4996 -0.14 -0.07 -0.02 0.03
C -0.5467 2.2129 -3.9450 0.15 0.02 -0.06 -0.26
C 0.0607 2.6628 -5.2327 -0.01 0.01 0.02 0.00
C -3.1502 1.7866 -1.3993 0.09 0.15 -0.04 -0.53
C -4.3864 1.7985 -2.3029 -0.10 0.09 0.01 -0.04
C -3.2121 0.5437 -0.5475 0.00 -0.24 0.11 -0.08
C -3.1836 3.0628 -0.5442 0.00 0.00 -0.04 -0.01
N 1.8829 -0.2637 -3.2409 -0.07 0.07 0.14 0.04
N 1.6195 -1.2484 -2.3130 0.07 0.03 -0.31 0.08
C 2.2175 -2.3596 -2.7792 0.15 0.06 0.08 -0.24
C 2.8067 -2.0919 -4.0220 0.25 0.00 0.14 0.00
C 2.5927 -0.7602 -4.2695 0.02 0.07 0.00 -0.27
C 3.0635 0.0462 -5.4353 -0.01 -0.04 0.00 0.00
C 2.3434 -3.7124 -2.1028 -0.07 -0.01 -0.03 -0.52
C 1.2289 -4.6444 -2.5897 0.02 0.00 0.03 -0.03
C 3.6893 -4.3356 -2.4998 0.03 -0.08 -0.03 -0.05
C 2.3365 -3.5983 -0.5842 -0.02 0.03 0.00 -0.05
C 4.0063 0.3291 1.2166 -0.06 -0.01 -0.01 -0.52
C 4.4448 1.1190 2.4538 0.00 0.04 -0.05 -0.03
C 3.0947 -0.8357 1.5925 -0.03 0.05 0.03 -0.04
C 5.2758 -0.2478 0.5612 0.01 -0.04 -0.01 -0.03
H 4.0617 4.4855 -2.1125 0.00 0.01 -0.01 0.09
H 2.4738 4.1678 -2.8269 0.01 0.00 0.02 0.09
H 3.8994 3.3352 -3.4418 0.00 0.00 0.02 0.09
H 4.7741 2.9213 -0.0083 -0.04 -0.03 0.00 0.12
H 2.1381 1.8571 -3.8755 -0.09 -0.07 0.07 0.11
H -2.6322 2.8723 -4.0322 0.05 -0.01 0.03 0.12
H -0.7021 3.1501 -5.8366 0.00 0.00 0.00 0.09
H 0.4622 1.8247 -5.8030 -0.04 0.02 0.02 0.07
H 0.8745 3.3697 -5.0674 -0.02 -0.01 -0.01 0.08
H -4.4319 0.9090 -2.9288 0.03 -0.08 -0.07 0.08
H -4.4147 2.6765 -2.9489 -0.04 -0.03 0.05 0.08
H -5.2833 1.8230 -1.6792 0.02 -0.02 -0.02 0.10
H -3.1839 -0.3291 -1.2001 0.00 -0.15 -0.01 0.06
H -4.1472 0.5244 0.0125 -0.01 -0.05 0.03 0.08
H -2.3780 0.4720 0.1464 0.08 0.02 0.07 0.04
H -3.3319 3.9400 -1.1773 0.03 0.00 0.02 0.10
H -2.2549 3.2056 0.0035 0.08 -0.03 0.09 0.06
H -4.0101 3.0177 0.1714 0.02 0.01 -0.04 0.08
H 3.3638 -2.7714 -4.6447 -0.04 0.03 0.03 0.12
H 3.5042 -0.6223 -6.1722 0.01 0.00 0.00 0.09
H 3.8190 0.7758 -5.1408 -0.02 -0.02 0.01 0.09
H 2.2474 0.5893 -5.9105 0.02 -0.02 0.00 0.07
H 1.2212 -4.7030 -3.6807 0.01 -0.04 0.04 0.09
H 0.2505 -4.3003 -2.2673 -0.02 -0.01 0.04 0.05
H 1.3862 -5.6523 -2.1961 0.00 0.03 -0.01 0.10
H 3.7088 -4.6285 -3.5502 0.01 0.00 0.03 0.08
H 3.8550 -5.2369 -1.9052 -0.01 0.01 -0.02 0.09
H 4.5160 -3.6466 -2.3168 -0.01 -0.02 0.01 0.09
H 1.5713 -2.9149 -0.2190 -0.10 -0.01 0.03 0.03
H 3.3060 -3.2434 -0.2374 0.02 0.06 0.02 0.08
H 2.1701 -4.5787 -0.1368 -0.01 -0.02 0.02 0.09
H 3.6062 1.4388 3.0701 -0.11 0.05 0.04 0.06
H 5.0160 2.0078 2.1789 -0.01 -0.03 0.01 0.09
H 5.0871 0.4889 3.0728 -0.02 0.02 0.00 0.09
H 2.0593 -0.5228 1.7246 0.12 -0.03 -0.04 0.04
H 3.4388 -1.3122 2.5139 0.01 0.00 -0.02 0.11
H 3.1079 -1.5800 0.8038 -0.03 -0.01 -0.02 0.05
H 5.9937 0.5392 0.3254 -0.01 -0.01 0.01 0.09
H 5.0260 -0.7717 -0.3643 0.00 0.01 0.01 0.09
H 5.7535 -0.9558 1.2430 -0.01 0.01 -0.02 0.09
C -0.6099 -3.9868 1.0968 0.10 0.00 -0.01 -0.30
As -1.4011 -2.6239 -0.0814 -0.04 -0.07 -0.25 1.18
C -3.0587 -2.4966 0.9614 0.07 0.06 0.06 -0.27
C -2.0721 -3.8588 -1.4753 0.02 -0.07 0.00 -0.43
C -2.4805 -5.1254 -1.0471 0.03 0.01 -0.06 -0.13
C -2.8396 -6.1122 -1.9492 0.00 0.02 0.00 -0.07
C -2.7879 -5.8486 -3.3110 0.01 0.01 0.01 -0.07
C -2.4075 -4.5912 -3.7461 -0.07 0.03 0.04 -0.11
C -2.0621 -3.5805 -2.8477 0.05 -0.06 0.14 -0.45
As -1.6139 -1.7970 -3.5237 -0.08 0.18 0.02 1.15
C -3.2246 -1.6210 -4.6312 0.00 0.04 0.00 -0.31
C -0.3744 -2.2729 -4.9614 -0.05 -0.08 -0.02 -0.29
H -1.3797 -4.3952 1.7504 0.02 -0.02 -0.01 0.03
H 0.1771 -3.5487 1.7070 -0.02 -0.03 -0.03 0.00
H -0.1837 -4.7854 0.4965 0.05 -0.04 -0.01 0.02
H -3.5804 -3.4470 0.8628 0.00 -0.02 0.03 0.03
H -3.7055 -1.6969 0.6243 -0.07 0.08 -0.08 0.01
H -2.8007 -2.3356 2.0087 0.01 -0.01 -0.06 0.01
H -2.5014 -5.3649 0.0087 -0.02 0.01 0.01 0.09
H -3.1462 -7.0862 -1.5905 0.00 0.00 0.00 0.11
H -3.0495 -6.6166 -4.0275 0.01 0.00 0.00 0.11
H -2.3838 -4.3933 -4.8113 0.01 0.00 0.01 0.09
H -3.2990 -2.4518 -5.3326 -0.02 0.07 -0.02 0.02
H -3.1878 -0.6808 -5.1813 0.00 0.00 0.00 0.02
H -4.1048 -1.6251 -3.9891 -0.01 0.04 0.00 0.02
H -0.8392 -2.9185 -5.7061 -0.03 -0.03 0.02 0.03
H 0.5010 -2.7647 -4.5377 -0.20 0.10 -0.15 -0.01
H -0.0512 -1.3514 -5.4485 -0.01 -0.02 0.01 0.02
O -0.2437 0.2151 1.2104 0.02 -0.18 -0.16 -0.43
P -0.1853 1.0262 2.5055 -0.16 0.26 -0.16 0.88
C -1.8464 1.6950 2.8697 -0.02 -0.09 0.13 -0.30
C -1.9533 2.6758 4.0727 -0.11 -0.01 -0.13 -0.17
C -3.3279 2.6154 4.7493 -0.03 0.02 -0.05 -0.19
C -4.4325 2.5256 3.7039 0.04 -0.04 0.01 -0.18
C -4.3247 1.2128 2.9038 0.02 0.04 -0.02 -0.17
C -2.9195 0.6013 2.9741 0.00 0.15 0.01 -0.19
C 0.6114 0.0076 3.8116 0.04 -0.12 -0.03 -0.32
C 0.4064 -1.5065 3.5982 -0.01 0.02 0.06 -0.19
C -0.7753 -2.1068 4.3547 0.03 0.07 0.00 -0.19
C -0.7381 -1.7302 5.8328 0.01 0.03 -0.03 -0.18
C -0.7202 -0.2125 5.9931 0.04 -0.01 -0.05 -0.18
C 0.4943 0.3981 5.2967 -0.11 -0.09 -0.05 -0.17
C 0.9576 2.4080 2.2190 -0.09 0.06 0.03 -0.33
C 1.3187 3.3224 3.4045 0.01 -0.01 -0.04 -0.18
C 2.0412 4.5588 2.8733 -0.01 -0.02 -0.06 -0.18
C 1.0922 5.4310 2.0332 -0.02 -0.03 0.00 -0.17
C 0.0142 4.5939 1.3223 0.05 -0.02 0.05 -0.18
C 0.5559 3.2158 0.9612 -0.05 0.05 0.04 -0.18
H -2.0420 2.2564 1.9460 -0.04 -0.03 0.01 0.10
H -1.8048 3.6954 3.7127 0.06 -0.01 -0.02 0.10
H -1.1792 2.4982 4.8114 0.08 -0.09 0.12 0.08
H -3.4555 3.5064 5.3656 0.01 -0.01 0.02 0.12
H -3.3913 1.7604 5.4274 0.02 -0.02 0.00 0.11
H -4.3466 3.3860 3.0323 0.01 -0.01 -0.01 0.11
H -5.4121 2.6000 4.1757 -0.01 0.02 -0.02 0.11
H -4.5891 1.4014 1.8616 0.00 -0.02 0.04 0.08
H -5.0444 0.4821 3.2779 0.01 -0.01 0.01 0.12
H -2.7874 -0.1339 2.1851 -0.01 -0.06 -0.06 0.06
H -2.8045 0.0753 3.9222 0.01 -0.02 -0.01 0.09
H 1.6478 0.2050 3.5197 0.05 0.04 0.10 0.08
H 1.3211 -2.0062 3.9357 0.00 0.02 0.02 0.13
H 0.3148 -1.7069 2.5308 0.03 0.04 0.03 0.06
H -0.7607 -3.1920 4.2318 0.00 0.00 0.01 0.11
H -1.7155 -1.7574 3.9180 -0.01 0.02 0.00 0.09
H 0.1633 -2.1517 6.2908 -0.01 -0.01 0.02 0.12
H -1.5926 -2.1593 6.3587 0.00 0.00 0.00 0.12
H -0.7089 0.0668 7.0482 0.00 -0.01 0.00 0.12
H -1.6415 0.1942 5.5687 -0.01 0.08 0.05 0.08
H 1.3933 0.0173 5.7927 0.01 -0.01 -0.01 0.13
H 0.5198 1.4778 5.4284 0.00 0.08 0.00 0.09
H 1.8504 1.8479 1.9389 0.16 -0.01 0.06 0.08
H 1.9517 2.7908 4.1179 0.00 -0.05 0.00 0.10
H 0.4300 3.6408 3.9494 0.00 0.01 0.00 0.10
H 2.8869 4.2286 2.2614 0.00 -0.01 0.00 0.11
H 2.4591 5.1376 3.6975 0.00 0.01 -0.01 0.11
H 1.6733 5.9830 1.2918 0.00 0.01 0.00 0.11
H 0.6131 6.1782 2.6693 0.00 0.00 0.00 0.11
H -0.3292 5.1098 0.4243 -0.02 0.00 -0.01 0.11
H -0.8643 4.4869 1.9660 0.00 0.01 -0.01 0.09
H 1.4432 3.3400 0.3347 0.01 -0.01 0.03 0.10
H -0.1489 2.6460 0.3551 -0.07 0.03 -0.08 0.07
```
Forces are in eV/Å.

HOMO energy, Eh: -0.38266
Orbital gap, eV: 9.1369
LUMO energy, eV: -1.28
Total charge: +1